# 1
A structure of composition C48H51ClF8N2NbO2 at a distorted geometry. Source: the OMol25 dataset; level of theory: ωB97M-V/def2-TZVPD.

XYZ file:
```
113
Properties=species:S:1:pos:R:3:forces:R:3
C 0.402354 2.465369 0.433818 -0.12 0.68 -0.10
C 0.168474 3.017372 -0.982569 0.42 -0.75 0.23
C -0.869243 2.245589 -1.779445 -1.01 0.34 0.26
F -0.634521 0.881737 -1.512879 0.20 -0.42 -0.19
Nb -3.031219 2.906490 -1.404621 -2.20 -0.23 1.61
N -2.708507 3.285129 0.651730 0.37 0.08 -1.48
Cl -5.464947 3.315367 -1.307035 0.78 -0.21 -0.38
C -3.385210 0.680907 -0.921630 -0.84 0.75 0.27
N -4.752118 0.450643 -0.306474 0.68 -0.28 0.00
C -2.524033 5.042721 -2.028145 0.19 -0.76 0.35
C -2.958596 6.114258 -1.089946 -0.59 -2.14 -0.90
O -2.309993 7.072573 -0.905258 1.87 3.13 0.70
O -4.144844 6.017963 -0.454773 -0.63 0.01 0.76
H 0.205922 3.242900 1.163236 -0.03 0.18 0.30
H 1.435919 2.177537 0.544550 0.12 -0.22 0.11
H -0.237959 1.634041 0.679918 -0.11 -0.41 -0.04
H 1.110220 2.911701 -1.511359 0.36 0.09 -0.23
H -0.021760 4.074873 -0.929349 -0.32 0.34 -0.15
H -0.701060 2.362088 -2.840948 0.18 0.14 -0.36
H -3.265846 2.528999 -3.188382 0.39 -0.06 0.03
H -2.133352 4.100954 0.843159 0.02 -0.04 0.35
H -2.338698 2.493700 1.161342 -0.03 0.04 0.33
H -3.392959 0.127650 -1.851788 0.42 -0.27 -0.17
H -2.641597 0.311340 -0.217236 0.53 -0.18 -0.33
H -4.735270 0.876790 0.614468 -0.25 0.24 -0.02
H -4.781039 -0.546121 -0.102058 -0.19 -0.04 0.02
H -1.458292 5.162937 -2.141420 0.40 0.21 -0.17
H -2.947574 5.235798 -3.003896 -0.49 -0.09 -0.29
H -4.236008 5.176311 0.023037 -0.29 -0.18 -0.58
F 2.835698 0.833492 1.611057 0.18 -0.10 0.06
C 2.587011 0.346434 2.841186 -0.07 -0.06 0.16
C 1.869501 1.112188 3.737612 -0.09 0.24 -0.01
C 1.615307 0.599214 5.001509 0.11 -0.14 -0.09
C 2.082569 -0.661387 5.354889 -0.05 0.10 -0.02
C 2.803944 -1.411945 4.435592 -0.10 0.16 0.04
C 3.055224 -0.908427 3.167743 0.17 -0.23 -0.16
H 1.517817 2.092840 3.444512 -0.01 -0.03 -0.05
H 1.048661 1.184811 5.713133 0.00 0.02 -0.01
H 1.884618 -1.054756 6.339125 0.00 0.10 -0.14
H 3.173131 -2.392776 4.705011 0.02 -0.01 -0.02
H 3.607224 -1.481065 2.432789 0.01 0.04 -0.01
F 2.037869 -2.335262 7.887019 0.00 -0.19 0.29
C 2.793098 -3.445714 8.011923 0.13 -0.20 0.02
C 3.528335 -3.630144 9.164650 0.00 0.16 0.18
C 4.301282 -4.774708 9.289980 -0.03 -0.05 -0.13
C 4.334622 -5.709521 8.264442 0.05 -0.07 0.02
C 3.589336 -5.502629 7.112075 0.04 0.03 0.11
C 2.807237 -4.364754 6.982733 -0.13 0.03 -0.20
H 3.493716 -2.885329 9.948712 -0.03 0.01 -0.02
H 4.878984 -4.936533 10.190085 0.00 0.02 0.01
H 4.941605 -6.599637 8.364245 0.00 0.00 -0.01
H 3.616249 -6.228530 6.310646 -0.02 0.01 -0.01
H 2.211613 -4.188886 6.096464 -0.01 0.02 0.02
F 6.892096 -4.511768 -0.353063 0.02 -0.04 0.01
C 6.230782 -3.362362 -0.613293 -0.11 0.24 -0.05
C 6.919539 -2.300421 -1.162040 0.23 0.00 -0.06
C 6.232771 -1.125058 -1.433862 -0.13 -0.07 0.06
C 4.877769 -1.024815 -1.148189 0.01 0.10 -0.03
C 4.205620 -2.103243 -0.590781 0.04 0.08 -0.03
C 4.884577 -3.282460 -0.324167 -0.09 -0.16 0.12
H 7.976721 -2.396617 -1.372742 -0.01 -0.03 0.00
H 6.757308 -0.286027 -1.871154 0.02 0.00 0.01
H 4.345286 -0.107157 -1.359459 -0.02 -0.01 0.02
H 3.150412 -2.027617 -0.363810 -0.01 -0.03 -0.02
H 4.373995 -4.133401 0.103521 0.02 0.02 0.07
F 0.974386 5.143774 -2.815377 0.06 0.13 -0.12
C 1.933093 5.266491 -3.743560 0.11 0.01 -0.12
C 1.604516 5.768741 -4.987214 -0.19 0.08 -0.09
C 2.600508 5.896644 -5.943420 0.09 -0.06 0.10
C 3.903245 5.515636 -5.650372 0.06 0.01 -0.07
C 4.211897 5.009100 -4.395537 -0.09 0.05 -0.07
C 3.223230 4.885912 -3.430535 0.09 -0.08 0.18
H 0.581614 6.052555 -5.196402 0.00 -0.01 0.05
H 2.358906 6.294294 -6.920174 -0.03 -0.01 0.00
H 4.677106 5.613516 -6.400800 0.00 0.00 0.01
H 5.225637 4.707766 -4.166629 0.00 0.00 0.02
H 3.443385 4.499719 -2.443954 -0.05 -0.01 0.00
F 1.591929 -4.217135 -0.365427 0.02 0.00 0.05
C 1.577116 -5.010287 -1.456832 -0.01 -0.11 -0.19
C 2.690528 -5.772711 -1.740399 0.21 -0.07 0.14
C 2.679154 -6.594901 -2.856719 -0.19 0.05 -0.08
C 1.558827 -6.633901 -3.676792 0.00 -0.01 -0.03
C 0.448944 -5.851833 -3.378778 0.08 -0.09 0.03
C 0.454248 -5.035652 -2.256756 -0.20 0.13 0.04
H 3.552567 -5.721775 -1.091722 0.01 -0.03 -0.01
H 3.544812 -7.201632 -3.087436 0.02 0.02 0.02
H 1.551945 -7.271267 -4.551683 -0.01 0.01 0.00
H -0.423252 -5.871939 -4.020043 0.19 0.00 0.15
H -0.401093 -4.423341 -2.002154 0.03 0.03 0.00
F -1.789885 -5.539307 -5.530332 -0.12 0.01 -0.17
C -3.057664 -5.993125 -5.427491 -0.26 -0.06 0.02
C -4.077876 -5.085409 -5.231637 0.05 0.26 0.01
C -5.378598 -5.553746 -5.128025 0.02 -0.14 -0.01
C -5.638649 -6.915002 -5.212770 -0.07 -0.02 0.00
C -4.596411 -7.810683 -5.405775 -0.06 0.11 0.01
C -3.293263 -7.349335 -5.518816 0.19 -0.16 -0.03
H -3.852328 -4.029413 -5.160497 0.02 -0.02 -0.01
H -6.190010 -4.854337 -4.979856 0.02 0.03 0.02
H -6.654774 -7.276850 -5.127472 0.01 0.00 0.00
H -4.797163 -8.871886 -5.467660 0.02 -0.01 -0.01
H -2.466587 -8.029834 -5.676215 0.01 0.03 0.02
F -8.527851 6.203082 4.674809 -0.04 0.00 0.04
C -7.462533 6.431944 3.872029 0.20 0.04 -0.17
C -7.662418 7.038695 2.648973 -0.20 0.08 -0.07
C -6.567573 7.275555 1.829904 0.03 -0.05 0.11
C -5.296130 6.898066 2.237021 0.13 0.08 0.12
C -5.118835 6.284094 3.469308 -0.15 0.08 -0.07
C -6.207835 6.051348 4.298792 0.05 -0.11 0.20
H -8.663068 7.318344 2.345654 0.00 -0.02 0.03
H -6.705727 7.753479 0.869636 0.00 -0.04 -0.03
H -4.449553 7.080809 1.593400 -0.01 0.00 -0.05
H -4.129133 5.982548 3.785850 0.00 -0.01 0.01
H -6.089161 5.579543 5.265749 -0.04 -0.02 -0.02
```
Positions in Å, forces in eV/Å.

Computed properties:
Total charge = -1
E_LUMO = 1.92 eV
Energy above the lowest of the compared OMol25 structures with the same formula, charge and spin = 11.5 kcal/mol
Orbital gap = 6.71 eV
Electronic energy = -3435.68000 a.u.

# 2
A structure of composition C48H51F6IN2O3PSbSe2TeW. Source: the OMol25 dataset; level of theory: ωB97M-V/def2-TZVPD.

XYZ file:
```
117
Properties=species:S:1:pos:R:3:forces:R:3
W -1.752868 -0.520079 0.810059 0.03 0.34 -0.85
Se -0.845700 2.067010 0.981929 0.11 0.10 0.27
P -2.805709 2.890611 1.448581 0.00 -0.02 0.01
Se -3.864414 0.996718 1.541600 -0.12 0.13 -0.08
C -3.459509 3.935882 0.137902 0.01 0.01 -0.01
C -4.775319 3.795422 -0.294388 0.01 -0.02 -0.03
C -5.271441 4.654455 -1.265726 0.00 0.00 0.00
C -4.457323 5.641840 -1.801122 0.00 0.00 0.00
C -3.142783 5.779357 -1.369649 0.00 0.00 -0.01
C -2.640923 4.929500 -0.398621 -0.01 0.01 0.02
C -2.848589 3.838861 2.968004 0.01 0.01 -0.01
C -4.097440 4.141411 3.511227 0.00 0.00 -0.01
C -4.172883 4.912766 4.656908 0.00 0.00 0.01
C -3.009150 5.386039 5.252396 0.01 0.00 0.00
C -1.768872 5.085632 4.709128 -0.01 0.00 0.00
C -1.683008 4.306378 3.564028 0.01 -0.02 0.01
H -5.407504 3.014831 0.111846 0.00 0.00 0.01
H -6.294701 4.551329 -1.600749 0.00 0.00 0.00
H -4.848170 6.310796 -2.556206 0.00 0.00 0.00
H -2.513531 6.554572 -1.785781 0.00 0.00 0.00
H -1.616687 5.039746 -0.059490 0.00 0.00 0.00
H -5.006722 3.774687 3.047761 0.00 0.00 0.00
H -5.137525 5.146916 5.085858 0.00 0.00 0.00
H -3.072703 5.992302 6.145985 0.00 0.00 0.00
H -0.866995 5.457365 5.176340 0.00 0.00 0.00
H -0.715781 4.060783 3.142914 0.00 0.00 0.00
F -4.737508 -2.168766 2.729329 0.07 0.02 0.05
Sb -5.391654 -2.504244 1.001750 -0.08 -0.14 -0.15
F -6.883635 -3.479101 1.493459 0.00 0.01 0.02
F -4.260190 -4.020233 0.934770 0.04 0.01 0.01
F -5.595536 -2.629382 -0.849933 0.02 0.01 -0.01
F -3.658970 -1.480752 0.452998 -0.07 -0.04 0.55
F -6.233174 -0.836771 0.997837 0.03 0.02 0.00
C 2.315739 -5.470584 4.628344 0.00 0.00 0.00
C 1.355161 -4.337001 4.449386 -0.01 0.01 0.01
C 0.414009 -4.358296 3.416900 0.02 0.00 -0.01
C -0.465827 -3.317023 3.234717 0.00 0.00 0.00
C -1.572545 -3.460498 2.215743 -0.09 0.01 0.00
C -0.420372 -2.212285 4.126766 0.05 -0.02 -0.01
C -1.236745 -1.078254 3.927391 0.00 0.17 0.00
O -1.789033 -0.715545 2.860440 -0.23 -0.27 0.06
C 0.476158 -2.216406 5.234164 -0.04 0.01 0.01
C 0.567731 -1.119902 6.264521 0.01 0.00 -0.01
C 1.360366 -3.270234 5.346441 -0.01 -0.02 0.01
H 2.201869 -6.220895 3.849685 0.00 0.00 0.00
H 2.156168 -5.949872 5.595865 0.00 0.00 0.00
H 3.344236 -5.105909 4.619362 0.00 0.00 0.00
H 0.341340 -5.225197 2.776416 0.01 0.00 0.00
H -2.619145 -4.972739 1.611530 -0.02 -0.01 0.00
H -2.184714 -3.126884 0.252603 0.00 0.03 -0.05
H -2.492923 -3.063350 2.661498 -0.01 0.00 -0.01
H -1.400647 -0.395495 4.760799 0.00 0.00 0.00
H 1.454621 -0.507358 6.088404 -0.01 0.01 -0.02
H 0.679706 -1.566305 7.251518 0.02 0.00 0.00
H -0.289351 -0.455352 6.306356 -0.01 -0.02 0.02
H 2.063362 -3.278938 6.171642 0.00 0.00 0.00
O -1.732565 -4.840304 1.972905 -0.01 0.01 -0.01
C -1.404349 -2.715326 0.885218 0.35 -0.14 -0.01
I 0.343726 -3.482224 -0.145369 -0.02 -0.03 0.06
C -1.827243 -1.053479 -1.216651 -0.43 0.01 0.05
C -2.036211 -1.786871 -2.378936 0.14 -0.06 0.01
C -2.728154 -1.124318 -3.376210 0.01 0.00 0.00
C -3.187090 0.192678 -3.198972 0.00 0.00 0.00
C -2.947801 0.844014 -2.014708 0.09 0.11 0.01
N -2.251687 0.165328 -1.087897 -0.10 -0.17 0.05
H -1.709928 -2.812002 -2.482078 -0.01 0.00 0.00
H -2.955453 -1.638544 -4.301524 0.00 0.00 0.00
H -3.759584 0.680523 -3.974929 0.00 0.00 0.00
H -3.292695 1.841453 -1.775336 0.00 -0.01 0.00
C 2.062092 -0.338143 2.334596 -0.01 -0.07 0.00
C 1.374777 -0.394564 1.010488 -0.08 -0.01 -0.02
O 2.265327 -0.377754 -0.010812 0.01 0.14 0.08
N 0.127493 -0.417821 0.833454 0.29 -0.10 0.03
Te 1.559292 -0.474445 -1.840935 0.00 -0.02 -0.08
C 2.831225 -1.877667 -2.759211 0.00 0.02 0.01
C 3.732374 -2.746213 -2.144455 0.02 -0.02 0.00
C 4.013465 -2.839571 -0.669004 -0.01 0.02 0.03
C 4.464755 -3.587111 -2.980606 -0.02 -0.02 -0.02
C 4.320765 -3.593201 -4.359234 0.01 -0.01 0.02
C 5.120733 -4.521501 -5.224793 0.00 0.00 0.00
C 3.389599 -2.726815 -4.925716 -0.02 0.01 0.00
C 2.632194 -1.865855 -4.151342 -0.01 -0.01 -0.01
C 1.639829 -0.954145 -4.832894 0.00 -0.01 0.01
C 2.470718 1.301598 -2.447631 0.02 0.02 -0.01
C 3.860561 1.488350 -2.420793 -0.02 0.01 -0.03
C 4.839936 0.472838 -1.900661 -0.02 -0.01 0.03
C 4.353226 2.689049 -2.917712 0.00 -0.01 0.00
C 3.524954 3.674631 -3.438750 0.00 0.01 0.00
C 4.087405 4.959023 -3.971661 0.00 0.00 0.00
C 2.149697 3.453927 -3.443192 -0.01 0.01 0.03
C 1.597547 2.284582 -2.949109 0.03 -0.03 -0.01
C 0.101616 2.107261 -2.993754 -0.01 0.02 0.00
H 2.903745 -1.030139 2.345042 -0.01 -0.01 0.00
H 1.369409 -0.580752 3.133323 0.01 0.02 0.00
H 2.449896 0.671783 2.480289 0.02 0.00 -0.01
H 3.255907 -2.370615 -0.051540 0.03 -0.03 -0.03
H 4.976222 -2.376383 -0.441184 -0.01 0.01 0.00
H 4.082473 -3.887624 -0.378321 0.02 0.00 0.00
H 5.174103 -4.266409 -2.521380 0.00 0.00 0.00
H 5.884413 -5.042599 -4.651514 0.00 0.00 0.00
H 5.608064 -3.975051 -6.032376 0.00 0.00 0.00
H 4.471027 -5.268792 -5.682983 0.00 0.00 0.00
H 3.244159 -2.727968 -6.000055 0.00 0.00 0.00
H 1.449280 -1.300530 -5.846834 0.01 0.01 0.00
H 2.004300 0.073621 -4.897628 0.00 0.00 0.01
H 0.660006 -0.944649 -4.335261 0.00 -0.01 0.00
H 4.478478 -0.029802 -1.003628 0.00 0.01 -0.02
H 5.779977 0.960876 -1.650641 0.00 0.00 0.01
H 5.051978 -0.285931 -2.656053 0.00 0.00 0.00
H 5.423593 2.856361 -2.897154 0.00 0.00 0.00
H 5.174518 4.938124 -4.000989 0.00 0.00 0.00
H 3.780064 5.797853 -3.344959 0.00 0.00 0.00
H 3.718320 5.153922 -4.978898 0.00 0.00 0.00
H 1.491379 4.219790 -3.837232 0.00 0.00 0.00
H -0.383007 3.063300 -3.186910 0.00 -0.01 -0.03
H -0.296239 1.740530 -2.045933 -0.01 0.03 0.01
H -0.204806 1.422161 -3.790427 0.01 -0.02 0.02
```
Positions in Å, forces in eV/Å.

Computed properties:
Total charge = +2
E_LUMO = -6.43 eV
Energy above the lowest of the compared OMol25 structures with the same formula, charge and spin = 2.4 kcal/mol
Orbital gap = 6.90 eV
Electronic energy = -8811.07340 a.u.

The lowest energy above the lowest of the compared OMol25 structures with the same formula, charge and spin belongs to which entry? C48H51F6IN2O3PSbSe2TeW

Number 1 is which compound? C48H51ClF8N2NbO2